Record 1
Computed, not measured: a molecular structure, C20H23ClGeI2N2O3PdS, with ωB97M-V/def2-TZVPD.

Structure (XYZ):
```
54
Properties=species:S:1:pos:R:3:lowdin_charge:R:1
Pd 0.068 -0.707 -1.075 0.868
I 4.227 2.851 4.501 0.789
C 2.908 2.337 2.979 -0.778
C 1.600 2.792 2.997 -0.263
C 0.741 2.460 1.965 -0.628
I -1.231 3.122 2.094 0.916
C 1.122 1.684 0.833 -0.469
O 0.346 1.443 -0.152 -0.188
C 2.469 1.190 0.895 -0.170
C 2.936 0.234 -0.167 -0.153
N 2.172 -1.018 -0.105 -0.106
C 2.150 -1.632 1.212 -0.140
C 0.854 -1.401 1.967 -0.251
C 0.808 -1.502 3.355 -0.019
C -0.416 -1.374 3.983 -0.068
C -1.557 -1.156 3.222 -0.066
C -1.414 -1.060 1.851 -0.115
N -0.234 -1.171 1.246 0.075
C 3.322 1.526 1.928 -0.145
H 1.245 3.403 3.816 0.068
H 2.798 0.656 -1.165 0.121
H 4.009 0.046 -0.016 0.115
H 2.462 -1.691 -0.808 0.090
H 2.267 -2.714 1.100 0.133
H 2.978 -1.280 1.837 0.117
H 1.720 -1.663 3.915 0.113
H -0.482 -1.438 5.063 0.103
H -2.532 -1.046 3.676 0.100
H -2.265 -0.874 1.206 0.111
H 4.332 1.131 1.920 0.093
S 0.846 -0.509 -4.173 0.674
C -0.219 -0.119 -3.073 -0.885
Cl -1.115 -5.534 -3.225 0.505
C -0.046 -5.142 -1.833 -0.499
C 0.138 -3.625 -1.666 -0.779
O -0.877 -2.985 -1.292 -0.097
O 1.278 -3.173 -1.888 -0.078
H 0.905 -5.626 -2.028 0.059
H -0.531 -5.561 -0.955 0.063
C -3.597 1.586 -0.769 -0.228
Ge -2.249 1.737 -2.170 0.784
C -1.027 3.245 -2.030 -0.217
C -3.226 2.000 -3.862 -0.228
C -1.398 -0.011 -2.393 -0.426
H -4.271 2.443 -0.806 0.016
H -3.147 1.534 0.219 -0.050
H -4.183 0.681 -0.940 0.018
H -1.457 4.095 -2.562 0.014
H -0.072 2.987 -2.488 0.022
H -0.833 3.506 -0.994 -0.034
H -3.746 2.960 -3.859 0.010
H -3.961 1.211 -4.024 0.013
H -2.526 1.991 -4.700 0.016
H -2.086 -0.840 -2.564 0.075
```

Values from the calculation:
frontier orbital gap (alpha / beta) = 6.52 / 6.92 eV
relative energy (zero: lowest compared OMol25 entry of this formula, charge and spin) = 0.666 eV
calculated total energy = -129792.790 eV
strongest force on any atom = 1.610 eV/A
⟨S²⟩ = 0.75
net charge = -1
LUMO level (alpha / beta) = 2.1576 / 2.1576 eV
2S+1 = 2



Record 2
Computed, not measured: a molecular structure, C20H23ClN2Ru, with ωB97M-V/def2-TZVPD.

Structure (XYZ):
```
47
Properties=species:S:1:pos:R:3:lowdin_charge:R:1
C 0.190 0.702 -5.814 -0.904
C 1.567 1.251 -6.121 -0.116
C -0.036 -0.652 -6.453 -0.117
C -0.905 1.686 -6.166 -0.116
Cl 0.112 0.446 -3.967 0.487
H 0.002 -0.549 -7.539 0.099
H -1.008 -1.056 -6.183 0.080
H 0.729 -1.363 -6.151 0.079
H 1.658 1.417 -7.196 0.099
H 2.346 0.556 -5.817 0.079
H 1.735 2.198 -5.615 0.080
H -0.896 1.866 -7.243 0.099
H -0.757 2.637 -5.661 0.080
H -1.883 1.300 -5.894 0.079
C 1.659 -1.423 2.244 -0.112
C 1.013 -2.327 1.367 -0.103
C 1.312 -1.950 0.033 -0.067
H 0.402 -3.163 1.663 0.127
C 2.155 -0.818 0.085 -0.074
C 2.365 -0.491 1.450 -0.092
H 2.974 0.314 1.827 0.128
H 1.646 -1.459 3.321 0.112
H 0.982 -2.455 -0.860 0.136
H 2.573 -0.305 -0.764 0.133
C -2.198 1.003 1.679 -0.099
C -2.117 -0.195 2.425 -0.119
C -2.213 -1.272 1.510 -0.095
H -2.034 -0.274 3.496 0.088
C -2.342 -0.739 0.202 -0.066
C -2.340 0.669 0.309 -0.072
H -2.431 1.369 -0.503 0.133
H -2.175 2.000 2.084 0.122
H -2.191 -2.319 1.765 0.127
H -2.452 -1.306 -0.708 0.136
Ru -0.075 -0.138 1.010 1.388
N 2.995 -0.190 7.051 0.237
C 2.114 -0.033 6.335 -0.174
C 1.028 0.148 5.497 -0.182
C -0.246 -0.059 6.025 0.014
C -1.212 0.515 5.341 -0.063
C -0.884 1.290 4.192 -0.046
N 0.102 0.689 3.347 0.023
C 1.207 0.551 4.135 -0.068
H -0.596 -0.461 6.979 0.165
H -2.256 0.253 5.609 0.160
H -1.814 1.694 3.917 0.090
H 2.194 0.446 3.760 0.104
```

Values from the calculation:
frontier orbital gap (alpha / beta) = 5.01 / 5.00 eV
relative energy (zero: lowest compared OMol25 entry of this formula, charge and spin) = 2.280 eV
calculated total energy = -39173.332 eV
strongest force on any atom = 5.571 eV/A
⟨S²⟩ = 6.05
net charge = +2
LUMO level (alpha / beta) = -9.9895 / -9.9969 eV
2S+1 = 5



Record 3
Computed, not measured: a single C20H23ClN4OS molecule, with ωB97M-V/def2-TZVPD.

Structure (XYZ):
```
50
Properties=species:S:1:pos:R:3:lowdin_charge:R:1
C 3.725 -2.365 -2.568 -0.079
H 3.281 -3.191 -3.118 0.071
H 4.014 -2.724 -1.584 0.072
H 4.621 -2.039 -3.090 0.065
C 2.727 -1.211 -2.418 -0.247
N 2.158 -0.672 -3.638 -0.157
C 3.102 -0.130 -4.603 -0.176
C 3.253 -1.188 -5.701 -0.163
H 3.980 -1.944 -5.404 0.097
C 1.850 -1.790 -5.772 -0.127
H 1.251 -1.264 -6.517 0.109
H 1.865 -2.846 -6.034 0.111
C 1.253 -1.561 -4.368 -0.292
C -0.134 -0.895 -4.442 -0.129
N -0.594 -0.551 -3.119 0.075
C -1.467 -1.330 -2.436 -0.535
O -2.112 -2.228 -2.949 0.029
C -1.636 -0.994 -1.014 -0.408
C -0.948 -0.151 -0.190 -0.038
C -1.449 -0.179 1.133 -0.163
C -2.533 -1.066 1.240 -0.479
N -2.979 -1.033 2.507 -0.187
N -2.251 -0.175 3.229 0.140
C -1.320 0.357 2.445 -0.184
C -0.374 1.328 2.962 -0.160
C 0.758 1.700 2.239 -0.017
C 1.647 2.628 2.746 -0.103
C 1.408 3.191 3.990 -0.678
C 0.292 2.830 4.730 -0.099
C -0.590 1.903 4.216 -0.020
H -1.464 1.606 4.774 0.109
H 0.122 3.273 5.698 0.105
Cl 2.517 4.356 4.626 0.666
H 2.523 2.913 2.185 0.104
H 0.956 1.251 1.279 0.099
C -4.060 -1.770 3.090 -0.012
H -5.000 -1.525 2.591 0.093
H -3.882 -2.843 2.998 0.093
H -4.119 -1.496 4.140 0.092
S -2.933 -1.876 -0.219 1.135
H -0.126 0.461 -0.516 0.104
H 0.012 0.078 -2.618 0.119
H -0.075 0.019 -5.039 0.127
H -0.863 -1.578 -4.880 0.128
H 1.137 -2.505 -3.826 0.147
H 3.572 -0.757 -6.648 0.106
H 2.666 0.781 -5.030 0.116
H 4.045 0.133 -4.125 0.118
H 3.217 -0.381 -1.899 0.114
H 1.891 -1.545 -1.794 0.108
```

Values from the calculation:
frontier orbital gap = 8.40 eV
relative energy (zero: lowest compared OMol25 entry of this formula, charge and spin) = 1.086 eV
calculated total energy = -52479.287 eV
SMILES = CCN1CCC[C@@H]1CNC(=O)c1cc2c(-c3ccc(Cl)cc3)nn(C)c2s1
strongest force on any atom = 0.981 eV/A
net charge = 0
LUMO level = 0.3142 eV



Record 4
Computed, not measured: a molecular structure, C20H23ClOPYb, with ωB97M-V/def2-TZVPD.

Structure (XYZ):
```
47
Properties=species:S:1:pos:R:3:lowdin_charge:R:1
Yb 0.000 0.000 0.000 1.169
Cl 2.056 -0.807 -0.669 0.041
P -2.129 0.432 -0.039 0.867
C -2.749 2.150 0.047 -0.360
C -3.901 2.560 0.723 -0.055
C -4.287 3.901 0.702 -0.030
C -3.530 4.841 0.005 -0.029
C -2.368 4.442 -0.659 -0.046
C -1.975 3.107 -0.630 -0.128
C -2.542 -0.077 -1.751 -0.363
C -2.100 -1.353 -2.142 -0.118
C -2.302 -1.801 -3.445 -0.037
C -2.951 -0.982 -4.371 -0.020
C -3.398 0.284 -3.988 -0.024
C -3.192 0.740 -2.686 -0.052
C -3.278 -0.601 0.945 -0.348
C -2.731 -1.465 1.902 -0.105
C -3.553 -2.318 2.636 -0.045
C -4.930 -2.323 2.411 -0.026
C -5.480 -1.487 1.436 -0.028
C -4.658 -0.635 0.701 -0.076
H -1.600 -1.992 -1.415 0.095
H -1.950 -2.785 -3.738 0.126
H -3.109 -1.329 -5.388 0.128
H -3.906 0.922 -4.707 0.127
H -3.534 1.728 -2.396 0.113
H -4.488 1.840 1.282 0.103
H -5.179 4.211 1.239 0.125
H -3.836 5.883 -0.011 0.126
H -1.764 5.172 -1.191 0.123
H -1.058 2.787 -1.121 0.093
H -1.652 -1.468 2.044 0.073
H -3.118 -2.984 3.377 0.122
H -5.573 -2.989 2.980 0.126
H -6.549 -1.507 1.243 0.126
H -5.087 -0.010 -0.078 0.120
H -5.717 4.224 5.579 -0.001
H -5.826 3.556 5.885 0.001
C 2.791 0.473 2.730 -0.051
C 1.296 0.154 2.603 -0.327
O 0.597 1.075 1.794 -0.213
H 3.276 0.460 1.731 0.069
H 3.283 -0.285 3.375 0.114
H 2.930 1.476 3.188 0.107
H 1.187 -0.865 2.177 0.089
H 0.839 0.153 3.615 0.148
H 1.213 1.781 1.469 0.149
```

Values from the calculation:
frontier orbital gap (alpha / beta) = 7.52 / 6.55 eV
relative energy (zero: lowest compared OMol25 entry of this formula, charge and spin) = 1.970 eV
calculated total energy = -76483.451 eV
strongest force on any atom = 13.327 eV/A
⟨S²⟩ = 0.75
net charge = +2
LUMO level (alpha / beta) = -7.8219 / -8.8322 eV
2S+1 = 2



Record 5
Computed, not measured: a single C20H23F3N6OS molecule, with ωB97M-V/def2-TZVPD.

Structure (XYZ):
```
54
Properties=species:S:1:pos:R:3:lowdin_charge:R:1
C 3.299 0.112 -3.168 -0.017
C 2.907 -1.311 -3.339 -0.293
N 2.621 -1.819 -4.525 0.115
N 2.348 -3.111 -4.332 -0.174
C 2.449 -3.459 -3.028 -0.239
C 2.815 -2.311 -2.344 -0.120
C 3.024 -2.136 -0.876 -0.092
N 1.828 -1.634 -0.209 -0.071
C 1.831 -0.366 0.249 -0.397
O 2.813 0.359 0.129 0.032
C 0.639 0.186 0.936 -0.181
N -0.609 -0.257 0.872 0.126
N -1.332 0.605 1.608 -0.050
C -0.571 1.596 2.138 -0.244
C 0.720 1.359 1.718 0.061
H 1.605 1.921 1.923 0.109
N -1.130 2.547 2.932 0.113
H -0.548 3.314 3.220 0.150
C -2.565 2.699 3.066 -0.326
C -2.939 4.149 2.998 -0.510
C -2.450 5.101 2.155 -0.129
C -3.049 6.365 2.351 -0.183
C -3.983 6.352 3.335 -0.412
S -4.151 4.798 4.048 1.048
H -4.589 7.160 3.690 0.061
H -2.792 7.241 1.783 0.103
H -1.689 4.911 1.419 0.117
C -3.298 1.932 1.947 -0.046
H -4.365 1.903 2.168 0.132
H -3.151 2.462 1.004 0.139
C -2.747 0.514 1.773 -0.136
H -3.179 0.027 0.890 0.174
C -3.086 -0.400 2.967 -0.584
F -2.840 -1.684 2.688 0.153
F -2.393 -0.104 4.071 0.161
F -4.386 -0.320 3.295 0.142
H -2.884 2.303 4.043 0.135
C 0.734 -2.567 -0.140 -0.036
H 1.059 -3.474 0.378 0.094
H 0.415 -2.837 -1.149 0.093
H -0.104 -2.122 0.388 0.057
H 3.818 -1.409 -0.696 0.125
H 3.299 -3.092 -0.415 0.125
C 2.206 -4.852 -2.572 -0.018
H 1.173 -5.148 -2.755 0.085
H 2.407 -4.939 -1.508 0.070
H 2.854 -5.548 -3.105 0.082
C 2.001 -3.951 -5.439 -0.023
H 1.010 -4.388 -5.301 0.089
H 2.001 -3.329 -6.331 0.088
H 2.729 -4.757 -5.560 0.088
H 2.768 0.732 -3.886 0.077
H 4.368 0.225 -3.349 0.083
H 3.086 0.452 -2.158 0.054
```

Values from the calculation:
frontier orbital gap = 8.73 eV
relative energy (zero: lowest compared OMol25 entry of this formula, charge and spin) = 0.000 eV
calculated total energy = -51089.741 eV
SMILES = Cc1nn(C)c(C)c1CN(C)C(=O)c1cc2n(n1)[C@@H](C(F)(F)F)C[C@H](c1cccs1)N2
strongest force on any atom = 1.082 eV/A
net charge = 0
LUMO level = 0.5756 eV



Question: calculated total energy of number 2 (C20H23ClN2Ru)?
Answer: -39173.332 eV